[1]
Here is a structure of composition C37H44BBrCaIN10P from OMol25. Energies are from ωB97M-V with the def2-TZVPD basis set.

Kohn-Sham gap (spin up / spin down) = 4.1091 / 7.4862 eV
Charge = -1
Highest occupied orbital energy (spin up / spin down) = -1.677 / -5.057 eV
⟨S²⟩ = 0.764
Multiplicity = 2
Energy relative to the best compared isomer or geometry (same formula, charge and spin) = 95.0 kJ/mol

Each line ends with the Löwdin spin population.
Positions of all 96 atoms, in Å:
1 Ca -0.439 0.176 1.618  0.009
2 C 0.367 -2.169 4.876  0.002
3 C -0.180 -0.933 4.502  0.003
4 N -1.037 -1.091 3.503  0.000
5 N -1.075 -2.407 3.221  0.000
6 C -0.220 -3.077 4.022  0.002
7 B -1.863 -2.904 1.996  0.000
8 N -3.113 -1.993 1.827  0.000
9 C -4.229 -2.169 2.586  0.000
10 C -5.107 -1.148 2.344  0.000
11 C -4.473 -0.319 1.423  0.000
12 N -3.277 -0.845 1.129  0.000
13 N -0.878 -2.876 0.806  0.000
14 C -0.782 -3.690 -0.270  0.000
15 C 0.475 -3.544 -0.806  0.000
16 C 1.092 -2.578 0.001  0.000
17 N 0.275 -2.176 0.959  0.000
18 N -2.392 -4.329 2.287  0.000
19 C -2.600 -4.903 3.498  0.000
20 C -3.154 -6.143 3.296  0.000
21 C -3.267 -6.240 1.899  0.000
22 N -2.818 -5.147 1.307  0.000
23 H 1.087 -2.368 5.650  0.000
24 H 0.005 0.046 4.918  0.000
25 H -0.071 -4.140 3.932  0.000
26 H -4.296 -2.998 3.265  0.000
27 H -6.078 -0.996 2.781  0.000
28 H -4.770 0.625 1.006  0.000
29 H -1.596 -4.324 -0.559  0.000
30 H 0.877 -4.052 -1.666  0.000
31 H 2.086 -2.169 -0.069  0.000
32 H -2.352 -4.393 4.413  0.000
33 H -3.439 -6.867 4.040  0.000
34 H -3.656 -7.053 1.307  0.000
35 N -2.325 -0.302 0.330  0.000
36 C -2.885 0.507 -0.667  0.000
37 C -2.449 1.823 -0.828  0.000
38 C -3.042 2.663 -1.759  0.000
39 C -4.047 2.199 -2.592  0.000
40 C -4.461 0.876 -2.477  0.000
41 C -3.904 0.048 -1.521  0.000
42 H -1.656 2.195 -0.193  0.000
43 H -2.701 3.689 -1.836  0.000
44 H -4.506 2.857 -3.319  0.000
45 H -5.234 0.493 -3.133  0.000
46 H -4.243 -0.977 -1.421  0.000
47 Br 5.537 1.469 4.929  0.054
48 C 3.968 1.179 3.897  0.300
49 C 3.631 -0.114 3.438  0.054
50 C 2.503 -0.270 2.686  0.124
51 N 1.655 0.753 2.317  0.238
52 C 2.029 2.006 2.764  0.124
53 C 3.133 2.259 3.524  0.059
54 H 4.253 -0.968 3.674  0.001
55 H 2.221 -1.257 2.332  0.007
56 H 1.379 2.824 2.472  0.007
57 H 3.359 3.270 3.838  0.002
58 I -1.817 2.465 2.830  0.001
59 C 4.139 1.797 -2.792  0.000
60 C 3.344 1.194 -1.635  0.000
61 C 3.765 -0.259 -1.401  0.001
62 C 3.673 1.989 -0.363  0.001
63 P 1.438 1.242 -1.732  0.002
64 C 1.184 3.040 -1.992  0.000
65 C 0.709 3.751 -0.886  0.000
66 C 0.461 5.112 -0.953  0.000
67 C 0.680 5.796 -2.141  0.000
68 C 1.162 5.108 -3.247  0.000
69 C 1.414 3.747 -3.174  0.000
70 C 0.881 0.441 -3.397  0.001
71 C -0.315 1.199 -3.969  0.000
72 C 1.923 0.268 -4.500  0.000
73 C 0.387 -0.947 -2.977  0.000
74 H 5.195 1.826 -2.508  0.000
75 H 3.828 2.821 -2.995  0.000
76 H 4.057 1.216 -3.708  0.000
77 H 4.855 -0.334 -1.375  0.000
78 H 3.395 -0.926 -2.184  0.000
79 H 3.382 -0.600 -0.438  0.002
80 H 4.731 1.865 -0.117  0.000
81 H 3.084 1.642 0.487  0.002
82 H 3.482 3.055 -0.499  0.001
83 H 0.535 3.221 0.046  0.000
84 H 0.091 5.636 -0.081  0.000
85 H 0.476 6.857 -2.207  0.000
86 H 1.346 5.636 -4.175  0.000
87 H 1.789 3.235 -4.050  0.000
88 H -0.027 2.115 -4.484  0.000
89 H -1.014 1.454 -3.185  0.000
90 H -0.841 0.559 -4.684  0.000
91 H 2.286 1.229 -4.866  0.000
92 H 1.452 -0.252 -5.342  0.000
93 H 2.773 -0.334 -4.176  0.000
94 H -0.359 -0.877 -2.182  0.000
95 H 1.213 -1.556 -2.617  0.000
96 H -0.076 -1.461 -3.825  0.000

[2]
Here is the molecule C20H23F2N5O2 from OMol25. Energies are from ωB97M-V with the def2-TZVPD basis set.

Kohn-Sham gap = 9.1744 eV
SMILES = O=C(NCCC(=O)N1CCC2(CC1)NCCc1[nH]cnc12)c1ccc(F)c(F)c1
Highest occupied orbital energy = -8.570 eV

Each line ends with the Mulliken charge.
Positions of all 52 atoms, in Å:
1 O -1.079 -2.938 -0.662  -0.654
2 C -1.761 -2.857 0.340  0.442
3 N -1.315 -3.201 1.572  -0.226
4 C 0.098 -3.356 1.835  -0.743
5 C 0.622 -2.171 2.662  -0.974
6 C -0.021 -0.887 2.146  0.859
7 O -1.026 -0.460 2.703  -0.728
8 N 0.488 -0.308 1.053  0.389
9 C 1.652 -0.699 0.295  -0.778
10 C 2.708 0.405 0.362  -1.523
11 C 2.162 1.746 -0.153  1.645
12 C 0.859 2.060 0.606  -1.362
13 C -0.121 0.894 0.522  -0.994
14 N 3.155 2.784 0.165  -0.410
15 C 3.009 4.025 -0.567  -0.869
16 C 3.190 3.870 -2.093  -0.578
17 C 2.394 2.681 -2.484  -0.450
18 N 1.970 2.317 -3.735  -0.100
19 C 1.266 1.166 -3.583  -0.601
20 N 1.220 0.782 -2.340  -0.413
21 C 1.923 1.715 -1.635  0.340
22 C -3.193 -2.422 0.305  0.439
23 C -3.694 -1.512 1.231  -0.506
24 C -5.010 -1.092 1.148  -0.780
25 C -5.827 -1.587 0.147  0.388
26 F -7.108 -1.186 0.078  -0.313
27 C -5.323 -2.483 -0.789  0.276
28 F -6.116 -2.953 -1.767  -0.317
29 C -4.006 -2.893 -0.719  -0.424
30 H -1.899 -2.997 2.368  0.313
31 H 0.583 -3.403 0.857  0.396
32 H 0.273 -4.296 2.368  0.343
33 H 0.294 -2.281 3.698  0.415
34 H 1.709 -2.135 2.648  0.283
35 H 2.071 -1.632 0.666  0.731
36 H 1.343 -0.837 -0.747  0.173
37 H 3.573 0.107 -0.235  0.522
38 H 3.032 0.549 1.395  0.331
39 H 0.387 2.950 0.190  0.393
40 H 1.115 2.260 1.647  0.338
41 H -1.019 1.104 1.105  0.560
42 H -0.391 0.709 -0.522  0.393
43 H 4.085 2.411 0.003  0.339
44 H 2.011 4.419 -0.363  0.267
45 H 3.742 4.732 -0.172  0.433
46 H 2.853 4.769 -2.613  0.413
47 H 4.249 3.719 -2.332  0.274
48 H 2.142 2.816 -4.592  0.185
49 H 0.809 0.644 -4.399  0.519
50 H -3.049 -1.094 1.992  0.406
51 H -5.415 -0.382 1.851  0.446
52 H -3.613 -3.574 -1.456  0.496

Number 1: E -5899.644057 Eh. Number 2: E -1399.982515 Eh.